Record 1
One molecule with the formula C21H26N2O6S, computed with ωB97M-V/def2-TZVPD.

Output
**Orbital gap**: 8.019 eV
**Energy relative to the best compared isomer or geometry (same formula, charge and spin)**: 1.7080 eV
**2S+1**: 1
**Strongest force on any atom**: 0.0191 Eh/bohr
**E_LUMO**: 0.44 eV
**SMILES**: COc1ccc(NC(=O)C2CCN(S(=O)(=O)c3ccc(OC)c(OC)c3)CC2)cc1

Each line ends with the Mulliken charge.
Element x y z (Å)
1 C -6.593 -3.732 0.462  -0.825
2 O -6.774 -2.423 -0.017  -0.463
3 C -5.709 -1.568 0.013  0.844
4 C -5.943 -0.283 -0.478  -0.672
5 C -4.942 0.664 -0.493  -0.477
6 C -3.674 0.341 -0.015  0.424
7 N -2.612 1.254 0.020  0.311
8 C -2.518 2.469 -0.560  0.046
9 O -3.388 3.010 -1.213  -0.716
10 C -1.167 3.172 -0.340  0.533
11 C -0.655 3.108 1.112  -1.400
12 C 0.466 2.071 1.275  -0.701
13 N 0.182 0.935 0.432  0.137
14 S 0.653 -0.577 0.955  1.473
15 O 0.024 -1.516 0.073  -0.712
16 O 0.347 -0.632 2.354  -0.790
17 C 2.417 -0.624 0.709  -0.590
18 C 3.260 -0.099 1.658  -1.143
19 C 4.628 -0.086 1.415  -0.545
20 C 5.138 -0.590 0.227  1.036
21 O 6.448 -0.624 -0.106  -0.419
22 C 7.395 -0.144 0.819  -0.935
23 C 4.254 -1.130 -0.745  0.608
24 O 4.839 -1.604 -1.869  -0.442
25 C 4.017 -2.188 -2.854  -0.876
26 C 2.894 -1.136 -0.489  -0.342
27 C 0.311 1.191 -0.988  -0.614
28 C -0.113 2.629 -1.315  -1.316
29 C -3.435 -0.940 0.471  -0.633
30 C -4.441 -1.889 0.486  -0.468
31 H -7.556 -4.226 0.343  0.237
32 H -6.312 -3.739 1.521  0.326
33 H -5.836 -4.272 -0.116  0.327
34 H -6.929 -0.048 -0.845  0.431
35 H -5.131 1.651 -0.879  0.505
36 H -1.770 0.892 0.459  -0.317
37 H -1.356 4.216 -0.611  0.558
38 H -1.483 2.859 1.777  0.439
39 H -0.272 4.084 1.413  0.345
40 H 1.442 2.509 1.019  0.428
41 H 0.506 1.704 2.300  0.560
42 H 2.854 0.275 2.583  0.499
43 H 5.288 0.318 2.164  0.394
44 H 7.251 0.921 1.027  0.367
45 H 8.364 -0.289 0.345  0.235
46 H 7.363 -0.707 1.756  0.375
47 H 3.469 -3.048 -2.460  0.361
48 H 4.694 -2.517 -3.639  0.236
49 H 3.307 -1.463 -3.265  0.352
50 H 2.177 -1.552 -1.176  0.661
51 H 1.350 1.033 -1.316  0.469
52 H -0.321 0.462 -1.499  0.359
53 H 0.760 3.284 -1.267  0.419
54 H -0.503 2.669 -2.332  0.502
55 H -2.449 -1.202 0.829  0.200
56 H -4.218 -2.873 0.868  0.402

---

Record 2
One molecule with the formula C21H26N4O3, computed with ωB97M-V/def2-TZVPD.

Output
**Orbital gap**: 9.782 eV
**Energy relative to the best compared isomer or geometry (same formula, charge and spin)**: 3.1919 eV
**2S+1**: 1
**Strongest force on any atom**: 0.0259 Eh/bohr
**E_LUMO**: 0.76 eV
**SMILES**: C[C@@H](c1ccon1)N(C)C(=O)CCc1nnc(CCCCc2ccccc2)o1

Each line ends with the Mulliken charge.
Element x y z (Å)
1 C 5.054 1.477 0.562  -1.511
2 C 3.626 0.937 0.519  0.583
3 C 2.626 2.017 0.257  -0.275
4 C 1.281 1.864 -0.180  0.493
5 C 0.820 3.143 -0.222  -0.998
6 O 1.787 3.989 0.151  -0.215
7 N 2.902 3.282 0.442  -0.554
8 N 3.488 -0.140 -0.453  0.056
9 C 3.519 0.218 -1.853  -1.160
10 C 3.270 -1.390 0.005  0.549
11 O 3.215 -1.642 1.197  -0.722
12 C 3.101 -2.506 -1.022  -0.673
13 C 1.946 -3.393 -0.555  -0.654
14 C 0.727 -2.560 -0.443  0.463
15 N 0.561 -1.370 -0.917  -0.328
16 N -0.671 -0.957 -0.536  -0.200
17 C -1.199 -1.916 0.148  0.306
18 C -2.512 -1.927 0.827  -0.413
19 C -2.412 -1.276 2.217  -0.936
20 C -2.032 0.205 2.180  0.001
21 C -3.202 1.142 1.852  -1.245
22 C -3.693 1.022 0.437  -0.054
23 C -2.861 1.358 -0.625  0.627
24 C -3.300 1.237 -1.930  -0.663
25 C -4.583 0.789 -2.194  -0.459
26 C -5.425 0.466 -1.145  -0.606
27 C -4.982 0.582 0.161  -0.256
28 O -0.359 -2.975 0.243  -0.357
29 H 5.117 2.261 1.309  0.425
30 H 5.340 1.900 -0.398  0.297
31 H 5.742 0.676 0.817  0.410
32 H 3.392 0.481 1.491  0.358
33 H 0.771 0.958 -0.426  0.462
34 H -0.125 3.574 -0.487  0.549
35 H 2.555 0.019 -2.327  0.322
36 H 3.723 1.284 -1.932  0.493
37 H 4.307 -0.322 -2.382  0.377
38 H 2.882 -2.121 -2.013  0.409
39 H 4.024 -3.088 -1.052  0.313
40 H 2.166 -3.808 0.431  0.280
41 H 1.773 -4.220 -1.250  0.383
42 H -2.835 -2.963 0.935  0.370
43 H -3.226 -1.381 0.212  0.139
44 H -3.373 -1.396 2.720  0.397
45 H -1.663 -1.820 2.798  0.446
46 H -1.234 0.355 1.453  -0.096
47 H -1.645 0.483 3.163  0.356
48 H -4.024 0.946 2.545  0.372
49 H -2.864 2.169 2.018  0.403
50 H -1.858 1.703 -0.427  0.205
51 H -2.638 1.494 -2.744  0.412
52 H -4.927 0.695 -3.214  0.391
53 H -6.430 0.121 -1.343  0.385
54 H -5.644 0.324 0.976  0.343